48
Properties=species:S:1:pos:R:3:forces:R:3 method="wB97M-V/def2-TZVPD" e_homo_ev=-7.001 relative_energy_ev=17.811 total_charge=0 max_force_ev_per_a=17.3
C 5.108834 -3.163080 1.835256 2.889 0.470 -5.604
H 4.679341 -3.942158 2.304489 -2.657 -2.031 1.544
O 4.225234 -2.328062 1.060541 -2.107 -5.565 5.273
C 4.510420 -1.411378 0.268990 -0.647 2.780 -3.921
C 3.449709 -0.869664 -0.496765 3.859 0.825 1.269
C 3.639870 0.299436 -1.114667 -1.103 -0.556 -2.056
C 4.921837 0.657178 -1.196008 -1.053 9.749 -8.066
C 6.012686 0.121455 -0.858487 4.153 -2.783 3.943
C 5.716397 -0.951224 -0.000945 7.088 -1.849 1.880
H 6.628368 -1.531096 0.566628 -2.176 1.621 -1.426
H 6.998427 0.610838 -0.866202 -0.572 -0.646 -0.502
H 5.125043 1.728221 -2.095466 -0.781 -2.946 2.948
C 2.587251 0.936538 -1.956937 1.032 7.887 4.375
N 1.469580 1.428920 -0.900136 -2.398 -10.440 -10.428
C 1.606662 2.242844 -0.064027 -1.031 8.767 12.677
N 0.523630 2.395150 1.065762 2.935 0.997 -1.148
C -0.548389 1.560540 0.943343 -0.045 9.911 12.795
C -1.643859 1.852247 1.901234 12.791 5.984 2.318
C -2.662137 1.281404 1.660310 -15.523 -4.286 4.623
C -3.002877 0.281115 0.812758 5.155 -2.192 -8.275
C -1.986870 0.053820 -0.315924 -1.704 2.674 4.682
C -0.878318 0.882145 0.024778 0.884 -9.289 -14.591
C 0.295480 0.689370 -1.064227 -2.869 0.751 3.428
O 0.147539 -0.153380 -1.873198 0.537 -1.444 -2.347
H -2.012350 -0.462755 -1.290775 -0.217 0.154 1.137
N -4.042907 -0.503343 0.671849 -5.747 -2.182 1.507
C -5.406698 -0.097848 0.931164 1.699 9.918 0.873
H -5.286280 1.110198 1.558334 -0.495 -3.835 -1.074
C -6.128404 0.491852 -0.285357 5.873 -1.523 -1.528
O -6.148751 -0.592446 -1.217638 -1.826 1.278 -1.157
C -4.922275 -1.045700 -1.602993 1.477 -3.195 0.271
H -5.167752 -2.022836 -2.343316 1.114 2.843 1.743
C -4.251866 -1.588630 -0.226354 0.621 -3.358 -2.286
H -3.346824 -2.237568 -0.454554 -0.586 1.259 0.345
H -4.982125 -2.422608 0.233813 1.219 2.206 -0.782
H -4.230968 -0.236751 -2.025630 -1.024 -1.093 0.119
H -7.028681 0.923803 -0.409711 -3.511 1.064 1.160
H -5.422683 1.333620 -0.582427 -0.446 -0.904 -0.530
H -6.080299 -0.613565 1.427195 -2.217 -3.483 2.906
H -3.639857 1.443092 2.573956 2.825 -0.324 -2.722
H -1.397149 2.539974 2.782673 -0.746 -0.990 -1.425
H 0.605868 3.184612 1.908109 0.137 -3.046 -3.595
S 2.879361 3.129972 0.267056 2.899 2.080 0.025
H 2.122943 0.381366 -2.646383 -1.725 -2.011 -2.405
H 2.808113 2.146234 -2.288983 0.342 -3.892 0.306
H 2.568024 -1.094236 -0.193175 -6.019 -2.257 1.303
H 5.826629 -3.748844 1.085405 -1.223 1.328 1.188
H 5.761080 -2.688768 2.486644 0.920 1.575 1.230